C35H35Cl3N4O4RuS7 | the ωB97M-V functional and the def2-TZVPD basis

Geometry as ORCA input:
```
! RIJCOSX wB97M-V def2-TZVPD def2/J DEFGRID3
* xyz -1 2
Ru -2.34302 -1.57943 -0.63136
Cl -1.87980 5.80157 -0.61051
Cl 4.58201 -0.96496 0.84892
Cl 1.43621 2.50423 1.98635
S -6.07099 -4.68789 -0.82099
S -4.56729 -2.08536 -0.52299
S -6.41899 -7.55553 -1.56229
S 0.94024 -2.73721 2.20972
S -3.81110 -6.12742 -1.80100
S 4.72157 0.60786 3.37630
S -1.93607 -3.76576 -1.61100
O 3.81539 2.62031 -0.87959
O -2.06515 -2.52598 1.14882
O -2.78106 -0.33124 -2.26163
O 1.07530 -2.09270 0.87834
N -2.53938 0.22585 0.23082
N -0.42527 -1.01206 -1.46213
N 1.41763 0.03846 -2.00268
N -2.65503 1.31220 -0.63647
C -2.63187 1.89429 1.98161
C -2.49016 0.47677 1.50665
C -2.24260 -2.82188 3.47956
C -2.98496 3.89371 -4.91374
C -3.21945 3.25778 -2.60468
C 0.54324 -0.25329 -1.01366
C 2.63889 1.81685 -0.77349
C -0.17184 -1.24084 -2.79378
C 2.61823 0.84280 -1.94499
C 2.27002 -2.06678 3.24854
C -0.60628 4.62316 -0.66933
C 2.05562 -2.39986 4.71647
C 5.05281 2.77741 2.07637
C 5.00408 2.01356 -0.39003
C -0.12462 4.10383 0.51681
C -2.87318 1.94656 -2.92073
C -2.59524 1.61524 -4.24299
C -3.51114 -4.45391 -1.39650
C 2.81136 -4.50163 1.13316
C -3.27846 4.22515 -3.59585
C -2.64410 2.58630 -5.23366
C 0.93814 3.30115 -1.90386
C 4.77843 0.53504 1.66261
C 1.46278 2.75915 -0.73433
C -2.19383 -1.91316 2.26526
C -0.09597 4.21979 -1.89004
C -4.58384 -3.77985 -0.92811
C 0.89397 3.16691 0.46776
C 4.94743 2.30769 3.34397
C -5.48360 -6.19249 -1.40585
C 1.56544 -4.42883 1.99859
C 0.97045 -0.59979 -3.14240
C 4.96121 1.75449 1.08507
C -2.77242 0.89372 -1.86793
C -2.34189 -0.55308 2.47836
H -3.03156 4.64979 -5.68853
H -1.43381 -2.59894 4.17577
H 1.33888 2.99164 -2.86017
H -3.43733 3.50098 -1.57331
H -2.34353 0.58809 -4.47213
H -2.41762 -0.24066 3.51243
H 1.07267 -2.06670 5.05182
H 2.69466 1.40542 -2.87622
H -2.15706 -3.85664 3.15288
H 5.79524 2.72811 -0.61613
H 0.63027 0.09257 0.00112
H 4.97749 2.86480 4.26626
H 2.12850 -3.47303 4.90151
H -3.60257 2.29518 1.68473
H 3.23670 -2.40836 2.87781
H 2.67467 -3.87401 0.25173
H -2.42289 2.31995 -6.26036
H -3.55257 5.24165 -3.33899
H 5.17831 3.82291 1.83179
H 2.19914 -0.99273 3.06470
H 1.49873 -0.52548 -4.07698
H -3.18946 -2.69253 4.00682
H 5.22667 1.08655 -0.92603
H 2.66450 1.25233 0.16136
H 2.97811 -5.52718 0.80286
H 0.72881 -4.93995 1.51846
H 2.80925 -1.90699 5.33305
H -0.54074 4.41173 1.46451
H -1.88217 2.52397 1.50714
H -2.52911 1.94600 3.06427
H 1.69743 -4.85787 2.99488
H 3.70535 -4.17144 1.66505
H -0.51073 4.60639 -2.81012
H -0.84049 -1.84048 -3.38566
H 3.49444 0.19403 -1.87772
*
```

Its energy above the lowest of the compared OMol25 structures with the same formula, charge and spin is 46.7 kJ/mol. As for the expectation value of S²: 0.76. Its frontier orbital gap (alpha / beta) is 5.141 / 5.278 eV.

***

C35H35Cl3N4O4RuS7 | the ωB97M-V functional and the def2-TZVPD basis

Geometry as ORCA input:
```
! RIJCOSX wB97M-V def2-TZVPD def2/J DEFGRID3
* xyz -1 2
Ru -0.19068 -0.15126 -0.40936
Cl 5.88360 -6.21501 1.46068
Cl 1.58009 -8.62576 -0.65730
Cl 3.24960 -8.65259 -3.78355
S -4.01932 1.23500 -3.13015
S -2.43938 -2.33356 1.98102
S -0.33780 2.13133 -1.04224
S -4.86350 3.80268 -4.38826
S 5.73245 -7.03199 -3.70182
S -2.23196 -0.57148 -1.47986
S -2.39071 3.54795 -2.74161
O 1.02707 -0.42982 -1.97087
O -3.09269 -3.33611 1.07177
O 1.36397 -5.11323 -3.32550
O -0.99802 0.55560 1.34677
N 0.16784 -2.29088 -0.14398
N 0.04775 -4.39842 -0.71869
N 1.14607 0.34948 2.16863
N 1.42127 -0.04268 0.85074
C -2.58690 1.00155 -2.15674
C 2.60936 -0.49185 0.59279
C 3.69952 -7.27577 0.28527
C -5.09306 -1.78884 2.60200
C 0.55463 -3.05226 0.92881
C -1.81317 2.08733 -1.97013
C -2.24516 -3.18176 3.57053
C -1.41473 -2.36332 4.55089
C -1.90496 1.56390 3.73791
C -0.12382 -3.12053 -1.11451
C -0.13114 -5.57666 -1.53214
C 4.45735 -4.90979 -4.31534
C 1.13844 -6.01788 -2.26196
C 3.14104 -4.97548 -1.15650
C -0.61751 1.05276 3.62574
C 1.99932 -5.70991 -4.45226
C 2.98620 -0.93508 -0.71141
C -2.40251 1.94703 4.97696
C 4.04482 -7.14028 -3.96917
C 3.47007 -5.94387 -4.27006
C 5.70780 -5.35063 -4.02873
C -3.81506 2.90649 -3.46742
C 0.17579 0.94334 4.76458
C -3.72236 -1.15211 2.46412
C -0.12342 0.61749 2.28301
C 0.48794 -4.36324 0.58915
C 2.81004 -1.35062 -3.16319
C 4.50548 -6.15837 0.40010
C 2.32552 -6.09101 -1.32676
C 3.63099 -0.55912 1.69500
C 4.22995 -4.99805 -0.30515
C -0.32147 1.32127 6.00040
C -1.61471 1.82092 6.11204
C 2.23070 -0.87116 -1.85823
C 2.61211 -7.21950 -0.57277
H -0.50099 -1.99275 4.08320
H -1.74858 -4.11079 3.28682
H -2.00225 2.11688 7.07904
H 3.89960 -1.34912 -3.15355
H -0.47448 -2.83338 -2.09203
H 2.90668 -4.06636 -1.69832
H 3.26111 -1.17169 2.51889
H -1.96016 -1.49176 4.91686
H -3.69301 -0.40781 1.66592
H -0.89636 -5.37306 -2.28059
H 3.90742 -8.17266 0.84968
H -3.40573 2.34735 5.05380
H -3.23107 -3.43445 3.96137
H -5.16888 -2.40997 3.49545
H -1.13345 -2.96485 5.41610
H 1.82950 -5.01901 -5.27923
H 0.94060 -7.01459 -2.67678
H -5.85766 -1.01445 2.66690
H 2.44953 -2.36627 -3.35155
H 1.50376 -6.65669 -4.68859
H -2.50011 1.65937 2.84035
H 4.56712 -0.97261 1.32476
H -3.37637 -0.66669 3.37805
H 0.30016 1.22660 6.88224
H 4.22518 -3.88190 -4.54512
H 2.44519 -0.71675 -3.96998
H 4.00191 -1.29455 -0.81602
H 6.62078 -4.78079 -3.99558
H 0.69651 -5.26171 1.14193
H -5.30019 -2.41311 1.73416
H -0.48389 -6.38384 -0.88903
H 4.85060 -4.12216 -0.18069
H 3.80951 0.43511 2.10572
H 0.87512 -2.59903 1.85092
H 1.17935 0.55326 4.65992
*
```

Its energy above the lowest of the compared OMol25 structures with the same formula, charge and spin is 0.0 kJ/mol. As for the expectation value of S²: 0.76. Its frontier orbital gap (alpha / beta) is 5.312 / 5.376 eV.

***

C35H35N7 | the ωB97M-V functional and the def2-TZVPD basis

Geometry as ORCA input:
```
! RIJCOSX wB97M-V def2-TZVPD def2/J DEFGRID3
* xyz -1 2
N 4.83675 1.31777 -1.35009
N -0.65574 5.75100 -2.01872
N -4.18074 0.74016 7.32657
N -0.81664 -1.84076 2.27250
N 4.55685 -2.38555 4.67050
N 1.18520 -1.11301 -3.82202
N -3.38433 0.48910 -5.62282
C 3.50012 1.22745 -1.28120
C 0.78030 -1.41318 -5.06933
C -0.48088 5.95694 -0.70996
C 2.73013 -2.77090 -5.24240
C -3.87124 0.30627 6.08475
C -6.61957 0.48735 6.94741
C 5.26967 -2.82168 5.65235
C -6.27853 0.05568 5.57080
C 5.41379 2.30105 -2.09056
C -5.52899 0.87181 7.71309
C 4.85737 -5.18327 5.06527
C -0.83873 4.49624 -2.48597
C -1.56820 -0.97597 1.64076
C -4.89962 -0.11246 5.21365
C 3.93781 -3.30418 3.87439
C 5.51206 -4.23821 5.86689
C 4.01273 -4.72520 4.09809
C 0.67413 -1.87089 0.38767
C -5.02827 -0.25903 -3.39539
C -1.27664 -0.42295 0.42788
C 1.50608 -2.24812 -5.79826
C -2.88167 0.31927 -4.32769
C -0.38321 4.94646 0.23180
C 3.09019 -2.55552 -3.86449
C -0.70871 3.38324 -1.63842
C 3.23156 3.18462 -2.64609
C -0.05220 -0.82976 -0.16083
C 0.29925 -2.32639 1.59474
C -5.56232 0.02697 -4.69859
C -0.40230 3.65543 -0.30274
C -3.60506 -0.17920 -3.30034
C 2.63625 2.16780 -1.87009
C 4.64748 3.23513 -2.68473
C -4.72894 0.34778 -5.80660
C 2.28957 -1.65818 -3.20426
H -4.65671 -0.51799 4.24260
H 1.54955 -2.09909 -0.20220
H -6.61747 -0.06144 -4.91127
H 5.06070 -6.24266 5.11759
H -5.21165 0.56770 -6.74737
H 3.00818 0.58921 -0.56213
H 3.21539 -2.95426 3.15186
H -0.91529 2.35819 -1.90861
H 2.59795 3.95300 -3.06387
H -2.80347 0.15053 6.03974
H 0.29073 -0.41662 -1.09790
H -7.12546 0.04836 4.90067
H 3.35254 -3.25189 -5.98243
H 5.81636 -2.09431 6.23412
H -0.06849 -0.88187 -5.47389
H -1.82754 0.55177 -4.36147
H 1.57276 1.97983 -1.86228
H 5.11724 3.91695 -3.37816
H -5.65344 1.26568 8.71097
H -0.50091 6.99846 -0.42494
H -0.36364 2.78686 0.33797
H -2.47869 -0.87784 2.21328
H -3.08698 -0.30159 -2.36065
H 4.03327 -2.90782 -3.47349
H 0.84332 -3.09198 2.12790
H 6.20152 -4.54726 6.63859
H -1.07525 4.24164 -3.50853
H 2.56213 -1.19103 -2.26945
H -0.25579 5.14788 1.28518
H -1.86142 0.43066 0.11839
H 6.48240 2.25083 -2.23873
H 1.23734 -2.56231 -6.79599
H 3.53756 -5.41267 3.41398
H -5.61608 -0.58128 -2.54860
H -7.57535 0.72294 7.39168
*
```

Its energy above the lowest of the compared OMol25 structures with the same formula, charge and spin is 222.0 kJ/mol. As for the expectation value of S²: 0.76. Its frontier orbital gap (alpha / beta) is 1.900 / 6.166 eV.